1.
Below is 6 unconnected molecules or ions with the total composition C13H31Cl7NO7 at a distorted geometry, with properties calculated with the ωB97M-V functional and the def2-TZVPD basis.

The geometry in XYZ format:
```
59
C13H31Cl7NO7 | the Open Molecules 2025 dataset | the ωB97M-V functional and the def2-TZVPD basis
Cl -0.19 1.42 -0.95
O 1.09 1.30 -1.62
O -1.08 0.42 -1.48
O 0.00 1.11 0.46
O -0.74 2.73 -1.20
Cl -1.40 7.96 -1.11
C -2.04 6.31 -1.38
C -2.18 5.64 -0.03
Cl -3.53 6.19 0.98
H -1.31 5.83 -2.03
H -2.98 6.44 -1.91
H -1.24 5.68 0.51
H -2.33 4.57 -0.23
Cl 0.70 -2.14 -5.28
C 0.78 -0.64 -4.33
C -0.42 0.25 -4.57
Cl -0.45 0.93 -6.23
H 1.76 -0.21 -4.49
H 0.72 -0.86 -3.26
H -0.31 1.08 -3.87
H -1.38 -0.17 -4.31
Cl -1.87 -0.07 4.55
C -2.23 0.57 2.93
C -3.44 1.49 2.99
Cl -3.49 2.41 1.44
H -2.40 -0.20 2.18
H -1.39 1.13 2.52
H -3.41 2.21 3.80
H -4.35 0.90 3.04
C 4.14 1.73 -2.78
O 5.19 1.50 -3.70
H 3.94 0.86 -2.16
H 4.36 2.60 -2.15
H 3.21 2.03 -3.29
H 5.67 2.31 -3.87
C -0.48 -3.29 -2.35
O -0.36 -3.54 -0.97
C -0.05 -2.37 -0.25
C 0.11 -2.67 1.23
N 0.73 -3.98 1.51
C 0.72 -4.36 2.90
C 1.82 -3.77 3.80
O 1.63 -2.36 3.94
C 0.93 -1.97 5.09
H -0.64 -4.22 -2.87
H 0.44 -2.84 -2.73
H -1.26 -2.54 -2.53
H -0.82 -1.59 -0.38
H 0.77 -1.85 -0.79
H -0.85 -2.71 1.75
H 0.71 -1.89 1.71
H 1.67 -3.97 1.13
H 0.92 -5.45 2.88
H -0.25 -4.33 3.39
H 2.82 -3.83 3.36
H 1.90 -4.30 4.76
H 1.56 -1.94 5.99
H 0.06 -2.58 5.36
H 0.50 -0.99 4.88
```

Output
HOMO energy	-6.14	eV
lowest unoccupied orbital energy	2.5	eV
frontier orbital gap	8.65	eV
total charge	-1
largest force on an atom	2.25	eV/Å

2.
Below is a molecular structure, C35H42Cl2InN2O3P at a distorted geometry, with properties calculated with the ωB97M-V functional and the def2-TZVPD basis.

The geometry in XYZ format:
```
86
C35H42Cl2InN2O3P | the Open Molecules 2025 dataset | the ωB97M-V functional and the def2-TZVPD basis
O 2.58 1.44 -1.48
C 2.24 1.82 -2.59
C 1.53 3.08 -2.86
C 0.61 3.52 -1.88
H 0.20 2.80 -1.16
C 0.19 4.84 -1.86
H -0.43 5.19 -1.02
C 0.58 5.70 -2.90
H 0.39 6.77 -2.81
C 1.19 5.18 -4.06
H 1.37 5.84 -4.92
C 1.63 3.84 -4.05
H 2.03 3.39 -4.97
H 2.42 1.18 -3.49
C -0.55 -0.76 -4.55
C -1.64 -0.07 -3.77
H -0.27 -0.23 -5.49
H -0.85 -1.78 -4.85
H 0.40 -0.88 -4.00
C -2.14 1.15 -4.01
C -3.10 1.55 -5.10
H -1.89 2.01 -3.38
H -2.72 2.44 -5.64
H -4.06 1.86 -4.67
H -3.22 0.72 -5.78
In -1.91 -0.82 -1.71
Cl -1.87 1.16 -0.31
Cl -4.08 -1.43 -2.64
C -3.71 -1.63 0.59
O -2.57 -1.95 0.14
N -4.29 -2.36 1.53
C -3.67 -3.62 1.93
C -5.66 -2.07 1.97
H -4.25 -0.76 0.21
H -2.60 -3.56 1.74
H -4.09 -4.46 1.36
H -3.85 -3.77 3.00
H -5.90 -1.05 1.65
H -5.71 -2.14 3.06
H -6.38 -2.77 1.52
H 1.22 -5.20 -1.40
H 3.50 -3.94 -1.11
C 1.04 -4.46 -2.19
C 3.12 -3.15 -1.77
N 1.66 -3.18 -1.82
H -0.04 -4.30 -2.30
C 0.92 -2.14 -1.49
O -0.35 -2.21 -1.36
H 3.44 -2.18 -1.39
H 1.44 -1.18 -1.33
H 1.47 -4.82 -3.14
H 3.56 -3.31 -2.76
C 1.03 4.45 3.06
C 1.32 4.10 1.73
C 1.26 2.78 1.33
C 0.81 1.78 2.21
C 0.55 2.11 3.55
C 0.66 3.45 3.97
P 0.79 0.06 1.54
C 2.49 -0.41 2.02
C 3.47 -0.39 1.01
C 4.80 -0.66 1.31
C 5.18 -0.93 2.63
C 4.22 -0.92 3.64
C 2.88 -0.65 3.35
C -0.23 -0.83 2.76
C 0.12 -2.13 3.16
C -0.66 -2.80 4.11
C -1.82 -2.21 4.60
C -2.24 -0.97 4.12
C -1.46 -0.30 3.17
H 1.10 5.48 3.39
H 1.60 4.87 1.02
H 1.57 2.49 0.33
H 0.26 1.34 4.27
H 0.46 3.69 5.01
H 3.18 -0.11 -0.01
H 5.55 -0.65 0.51
H 6.23 -1.14 2.86
H 4.51 -1.11 4.68
H 2.14 -0.63 4.15
H 1.03 -2.61 2.76
H -0.35 -3.80 4.46
H -2.42 -2.73 5.36
H -3.16 -0.52 4.48
H -1.80 0.65 2.76
```

Output
HOMO energy (alpha / beta)	-6.16 / -6.16	eV
lowest unoccupied orbital energy (alpha / beta)	0.0 / 0.0	eV
frontier orbital gap (alpha / beta)	6.20 / 6.20	eV
largest force on an atom	3.32	eV/Å

3.
Below is 15 unconnected molecules or ions with the total composition C55H76O7 at a distorted geometry, with properties calculated with the ωB97M-V functional and the def2-TZVPD basis.

The geometry in XYZ format:
```
138
C55H76O7 | the Open Molecules 2025 dataset | the ωB97M-V functional and the def2-TZVPD basis
C -3.72 -4.10 0.01
O -3.31 -3.38 -1.10
H -4.70 -3.73 0.40
H -3.83 -5.14 -0.25
H -2.91 -4.05 0.79
H -3.99 -3.33 -1.73
C 0.04 -5.60 -1.40
O 0.81 -6.38 -2.33
H -0.97 -5.86 -1.59
H 0.32 -5.79 -0.35
H 0.30 -4.56 -1.71
H 0.43 -7.29 -2.34
C 3.61 -0.25 3.88
O 4.28 0.78 3.24
H 2.57 -0.16 3.55
H 3.98 -1.20 3.50
H 3.69 -0.26 5.00
H 3.97 1.65 3.50
C 2.90 4.33 3.23
O 3.60 3.35 4.02
H 3.28 4.35 2.25
H 1.89 3.94 3.14
H 2.79 5.35 3.68
H 4.47 3.71 4.22
C -3.77 2.17 3.04
O -2.36 2.50 3.33
H -4.38 2.98 3.45
H -3.89 2.07 1.97
H -4.03 1.26 3.55
H -2.37 3.23 3.98
C 0.21 -4.11 2.79
O 0.91 -2.97 2.38
H 0.38 -4.91 2.09
H 0.64 -4.46 3.71
H -0.80 -3.95 3.03
H 0.92 -2.82 1.45
C 5.43 1.97 0.35
O 6.23 0.92 0.75
H 4.45 1.57 -0.01
H 5.36 2.77 1.08
H 5.90 2.42 -0.54
H 5.87 0.72 1.62
C -0.54 -3.70 -4.52
C -1.79 -3.36 -5.05
C -1.93 -2.08 -5.61
C -0.84 -1.21 -5.69
C 0.43 -1.60 -5.25
C 0.52 -2.82 -4.59
H -0.39 -4.68 -4.14
H -2.61 -4.06 -5.09
H -2.92 -1.78 -5.97
H -0.99 -0.27 -6.12
H 1.26 -0.93 -5.38
H 1.46 -3.14 -4.15
C -6.25 1.11 0.41
C -5.26 0.33 -0.14
C -4.79 -0.74 0.55
C -5.26 -1.04 1.81
C -6.31 -0.33 2.37
C -6.80 0.74 1.68
H -6.63 1.96 -0.17
H -4.81 0.59 -1.07
H -4.03 -1.40 0.16
H -4.76 -1.82 2.38
H -6.68 -0.59 3.37
H -7.58 1.29 2.14
C 0.81 6.33 0.82
C 1.92 6.31 -0.01
C 2.09 5.15 -0.72
C 1.22 4.08 -0.69
C 0.11 4.12 0.17
C -0.07 5.24 0.93
H 0.62 7.23 1.45
H 2.49 7.22 -0.09
H 2.97 5.21 -1.35
H 1.35 3.18 -1.31
H -0.55 3.25 0.26
H -0.92 5.32 1.61
C 4.71 -2.30 -0.37
C 3.74 -3.28 -0.64
C 3.44 -3.54 -1.96
C 4.15 -2.91 -3.00
C 5.15 -1.97 -2.71
C 5.43 -1.65 -1.37
H 4.92 -2.00 0.63
H 3.20 -3.82 0.14
H 2.70 -4.28 -2.31
H 3.95 -3.14 -4.03
H 5.72 -1.52 -3.49
H 6.23 -1.04 -1.03
C -0.82 -0.13 0.85
C -0.67 -1.08 -0.16
C 0.61 -1.30 -0.71
C 1.69 -0.48 -0.32
C 1.50 0.54 0.60
C 0.25 0.72 1.17
H -1.70 0.03 1.42
H -1.51 -1.72 -0.40
H 0.65 -2.08 -1.51
H 2.66 -0.65 -0.77
H 2.40 1.11 0.81
H 0.19 1.41 1.96
C 2.26 0.57 -3.26
C 1.01 1.10 -3.55
C 0.81 2.45 -3.77
C 1.92 3.32 -3.56
C 3.17 2.77 -3.29
C 3.37 1.39 -3.20
H 2.38 -0.47 -3.12
H 0.11 0.49 -3.57
H -0.18 2.77 -4.02
H 1.84 4.41 -3.58
H 4.04 3.40 -3.23
H 4.35 1.01 -2.97
C -1.15 0.12 7.25
C -0.39 0.83 6.33
C -0.24 0.34 5.03
C -0.78 -0.87 4.67
C -1.46 -1.62 5.65
C -1.68 -1.15 6.93
H -1.24 0.54 8.27
H 0.14 1.74 6.57
H 0.32 0.86 4.29
H -0.63 -1.22 3.67
H -1.92 -2.54 5.41
H -2.38 -1.71 7.56
C -3.39 -0.03 -3.37
C -4.24 0.84 -4.02
C -4.30 2.17 -3.63
C -3.48 2.64 -2.60
C -2.61 1.80 -1.93
C -2.60 0.45 -2.33
H -3.30 -1.07 -3.68
H -4.84 0.50 -4.85
H -4.93 2.87 -4.14
H -3.46 3.68 -2.35
H -1.90 2.16 -1.19
H -1.97 -0.28 -1.85
```

Output
HOMO energy	-8.72	eV
lowest unoccupied orbital energy	0.5	eV
energy relative to the best compared isomer or geometry (same formula, charge and spin)	0.00	kcal per mole
frontier orbital gap	9.20	eV
largest force on an atom	2.47	eV/Å

4.
Below is a molecular structure, C34H45BrN3O2S5SbTa, with properties calculated with the ωB97M-V functional and the def2-TZVPD basis.

The geometry in XYZ format:
```
92
C34H45BrN3O2S5SbTa | the Open Molecules 2025 dataset | the ωB97M-V functional and the def2-TZVPD basis
Ta 0.35 -0.19 0.50
C -3.13 6.90 -1.03
C -2.39 6.56 0.27
C -3.29 6.91 1.47
C -1.14 7.43 0.35
C -2.06 5.07 0.31
C -0.76 4.60 0.45
C -0.56 3.24 0.48
Br 1.19 2.55 0.71
C -1.57 2.29 0.39
O -1.26 0.99 0.40
C -2.90 2.75 0.29
C -3.08 4.13 0.23
C -4.16 1.87 0.27
C -3.94 0.37 0.52
C -4.86 2.02 -1.09
C -5.11 2.35 1.38
H -3.38 7.96 -1.06
H -4.06 6.33 -1.12
H -2.51 6.66 -1.90
H -3.53 7.97 1.47
H -2.78 6.67 2.41
H -4.22 6.35 1.44
H -1.42 8.48 0.31
H -0.46 7.23 -0.49
H -0.59 7.27 1.28
H 0.08 5.26 0.54
H -4.09 4.49 0.13
H -3.43 -0.14 -0.30
H -4.92 -0.10 0.62
H -3.37 0.19 1.43
H -4.20 1.69 -1.90
H -5.14 3.06 -1.29
H -5.76 1.42 -1.12
H -4.64 2.25 2.36
H -6.02 1.74 1.38
H -5.41 3.39 1.26
S -2.51 -3.06 -1.41
Sb -1.25 -2.54 0.40
S 0.76 -0.65 2.57
S 1.46 -1.73 -1.02
S -1.21 -4.12 1.98
C -2.29 -0.08 4.37
N -1.46 1.08 4.60
C -0.47 0.98 5.65
C -1.44 2.12 3.75
O -0.74 3.11 3.85
H -2.85 -0.33 5.28
H -1.69 -0.95 4.07
H -3.00 0.13 3.58
H -0.95 0.77 6.61
H 0.08 1.92 5.70
H 0.23 0.17 5.43
H -2.17 2.01 2.93
C 3.99 0.67 1.22
C 3.74 -0.49 0.25
C 3.88 -1.79 1.03
C 2.33 -0.32 -0.38
C 4.77 -0.47 -0.90
C 4.76 -1.49 -1.85
C 5.66 -1.51 -2.90
C 6.62 -0.52 -3.02
C 6.65 0.50 -2.08
C 5.74 0.52 -1.04
H 3.27 0.62 2.03
H 3.90 1.64 0.73
H 4.99 0.61 1.65
H 3.15 -1.83 1.84
H 4.89 -1.87 1.45
H 3.71 -2.67 0.40
H 2.38 0.46 -1.14
H 4.02 -2.28 -1.78
H 5.62 -2.32 -3.62
H 7.33 -0.53 -3.84
H 7.39 1.29 -2.16
H 5.79 1.33 -0.32
N -1.87 0.01 -2.54
C -0.61 0.28 -2.97
N 0.16 1.20 -2.47
C 1.34 1.27 -3.19
C 2.37 2.18 -2.95
C 3.52 2.11 -3.72
C 3.66 1.16 -4.73
C 2.63 0.27 -5.00
C 1.48 0.34 -4.23
S 0.03 -0.62 -4.33
H -2.07 0.48 -1.67
H -2.15 -0.98 -2.52
H 2.26 2.91 -2.16
H 4.34 2.80 -3.52
H 4.57 1.11 -5.30
H 2.73 -0.47 -5.78
```

Output
HOMO energy	-5.34	eV
lowest unoccupied orbital energy	2.1	eV
energy relative to the best compared isomer or geometry (same formula, charge and spin)	7.82	kcal per mole
frontier orbital gap	7.45	eV
total charge	-1
largest force on an atom	0.48	eV/Å

5.
Below is a molecular structure, C20H26ClNO5PtS2 at a distorted geometry, with properties calculated with the ωB97M-V functional and the def2-TZVPD basis.

The geometry in XYZ format:
```
56
C20H26ClNO5PtS2 | the Open Molecules 2025 dataset | the ωB97M-V functional and the def2-TZVPD basis
Pt 0.32 -0.60 -0.27
O -0.68 -1.73 -1.58
N -0.11 -1.90 -2.78
C -0.91 -2.34 -3.76
C -0.40 -2.60 -5.01
C 0.96 -2.37 -5.23
C 1.75 -1.91 -4.21
C 1.20 -1.66 -2.95
S 2.07 -1.03 -1.61
H -1.95 -2.46 -3.47
H -1.06 -2.95 -5.79
H 1.38 -2.55 -6.21
H 2.80 -1.70 -4.36
C -3.08 2.66 -0.01
C -2.34 3.59 -0.97
C -2.04 2.92 -2.31
S -0.80 1.59 -2.20
O -1.04 0.73 -3.39
C 0.69 2.53 -2.63
C 1.09 3.63 -1.65
C 1.30 3.12 -0.23
H -3.29 3.16 0.93
H -2.50 1.76 0.20
H -4.03 2.34 -0.44
H -1.42 3.95 -0.51
H -2.95 4.48 -1.17
H -1.72 3.63 -3.08
H -2.91 2.39 -2.69
H 0.50 2.91 -3.64
H 1.46 1.77 -2.70
H 0.36 4.44 -1.67
H 2.02 4.06 -2.01
H 0.35 2.81 0.24
H 1.75 3.88 0.40
H 1.95 2.24 -0.21
C -1.20 -2.22 4.85
C 0.16 -2.53 4.31
C 0.53 -3.85 4.06
C 1.79 -4.16 3.59
Cl 2.20 -5.82 3.29
C 2.73 -3.17 3.35
C 2.38 -1.85 3.60
C 1.11 -1.54 4.06
O 0.85 -0.20 4.32
C -0.14 0.41 3.52
C -0.01 0.09 2.06
O 1.14 0.07 1.49
O -1.03 -0.14 1.35
H -1.64 -3.11 5.31
H -1.88 -1.89 4.06
H -1.16 -1.43 5.61
H -0.18 -4.64 4.24
H 3.71 -3.42 2.98
H 3.07 -1.04 3.41
H -0.01 1.49 3.65
H -1.15 0.15 3.84
```

Output
HOMO energy	-7.86	eV
lowest unoccupied orbital energy	0.3	eV
energy relative to the best compared isomer or geometry (same formula, charge and spin)	0.00	kcal per mole
frontier orbital gap	8.20	eV
largest force on an atom	1.43	eV/Å